1:
Density functional theory data (ωB97M-V with the def2-TZVPD basis set) for 2 unconnected molecules or ions with the total composition C2H6N2S2.

Last column: natural (NBO) charge in e.
Element x y z (Å)
S1 -1.400 0.272 -0.284  0.71
S2 -2.335 0.422 1.397  -0.49
N1 -1.183 -1.221 -0.690  -0.43
N2 -1.845 -2.243 -0.162  -0.57
C1 1.484 1.686 0.397  -0.39
C2 2.215 0.866 -0.382  -0.39
H1 2.319 -0.135 -0.108  0.19
H2 2.864 1.241 -1.145  0.19
H3 -1.767 -2.969 -0.791  0.39
H4 1.408 2.690 0.047  0.19
H5 0.846 1.396 1.260  0.21
H6 -2.605 -2.005 0.462  0.40

Values from the calculation:
LUMO level (alpha / beta): -0.60 / -0.60 eV
Orbital gap (alpha / beta): 0.2901 / 0.2901 Eh

2:
Density functional theory data (ωB97M-V with the def2-TZVPD basis set) for a single C2H6N2S2 molecule.

Last column: natural (NBO) charge in e.
Element x y z (Å)
S1 0.293 2.343 0.696  0.23
S2 0.904 0.858 -2.148  0.24
N1 0.093 -0.260 -1.395  -0.70
N2 0.226 0.638 0.903  -0.83
C1 -0.082 -0.340 -0.094  0.34
C2 -0.935 -1.293 0.532  -0.68
H1 0.143 -0.054 1.901  0.41
H2 1.586 2.787 0.772  0.10
H3 -1.598 -0.751 1.518  0.24
H4 -0.121 -2.183 1.012  0.24
H5 1.258 -0.174 -3.219  0.11
H6 -1.767 -1.572 -0.476  0.29

Values from the calculation:
SMILES string: C/C(=N/S)NS
LUMO level: 0.30 eV
Orbital gap: 0.2971 Eh

3:
Density functional theory data (ωB97M-V with the def2-TZVPD basis set) for 3 unconnected molecules or ions with the total composition C2H6N2S2.

Last column: natural (NBO) charge in e.
Element x y z (Å)
S1 -1.182 0.187 -0.016  0.21
S2 1.890 1.310 -0.297  0.24
N1 -0.323 -1.367 -1.950  -0.67
N2 1.285 -0.117 -0.776  -0.81
C1 -0.865 0.169 1.848  -0.78
C2 0.004 -0.551 -0.971  0.21
H1 2.088 -0.618 -1.086  0.41
H2 -1.364 -1.556 -2.023  0.36
H3 0.293 0.527 1.863  0.25
H4 -1.476 -1.147 2.699  0.24
H5 -1.904 1.285 2.113  0.26
H6 1.556 1.878 -1.403  0.08

Values from the calculation:
LUMO level: -0.19 eV
Orbital gap: 0.3152 Eh

Short version: 3 is the least stable of them.

1:
Density functional theory data (ωB97M-V with the def2-TZVPD basis set) for 2 unconnected molecules or ions with the total composition C3H7OP.

Last column: natural (NBO) charge in e.
Element x y z (Å)
P1 1.738 -0.471 -0.120  0.12
O1 0.420 2.469 0.269  -0.45
C1 0.621 -1.185 1.138  -0.93
C2 -1.110 0.806 -0.923  -0.78
C3 -0.089 1.511 -0.219  0.68
H1 0.607 -0.559 2.031  0.22
H2 -0.352 -1.202 0.854  0.19
H3 -1.443 0.045 -0.221  0.28
H4 -0.658 0.233 -1.781  0.30
H5 1.050 -2.061 1.532  0.22
H6 -1.889 1.507 -1.259  0.23
H7 1.103 -1.093 -1.300  -0.08

Values from the calculation:
LUMO level (alpha / beta): 0.39 / 0.39 eV
Orbital gap (alpha / beta): 0.2762 / 0.2763 Eh

2:
Density functional theory data (ωB97M-V with the def2-TZVPD basis set) for a single C3H7OP molecule.

Last column: natural (NBO) charge in e.
Element x y z (Å)
P1 -0.878 -0.260 0.249  1.70
O1 -1.964 -1.261 0.246  -1.07
C1 0.402 1.353 -1.588  -0.31
C2 0.240 0.047 -1.174  -0.57
C3 0.341 -0.876 1.487  -0.99
H1 1.078 -1.271 0.845  0.23
H2 -0.084 2.056 -0.796  0.20
H3 0.528 -0.790 -1.733  0.23
H4 -1.346 1.093 0.617  -0.10
H5 0.840 -0.110 2.163  0.24
H6 0.896 1.707 -2.427  0.21
H7 -0.053 -1.689 2.111  0.26

Values from the calculation:
SMILES string: C=C[P@H](C)=O
LUMO level: 0.64 eV
Orbital gap: 0.3905 Eh

Short version: 1 is the least stable of them.

1:
Density functional theory data (ωB97M-V with the def2-TZVPD basis set) for a molecular structure, C38H47BN11O8W.

Last column: Mulliken spin population.
Element x y z (Å)
W1 0.247 0.227 0.333  1.33
O1 -2.220 -0.864 1.105  0.04
O2 0.529 4.734 4.227  0.00
O3 2.254 5.870 3.416  0.00
O4 -1.007 2.637 3.392  0.03
O5 -0.883 1.284 1.614  0.02
O6 1.448 0.316 2.121  0.07
O7 0.433 -1.766 0.844  0.00
O8 2.249 0.078 0.111  0.04
N1 -1.361 -1.799 -2.664  0.03
N2 -4.068 0.218 1.833  0.00
N3 0.380 -0.047 -3.387  0.04
N4 1.552 -2.419 0.475  0.05
N5 -2.585 -0.741 3.355  0.00
N6 -1.172 -1.991 -1.342  0.03
N7 -1.839 0.670 -2.383  0.02
N8 1.025 2.528 0.551  0.06
N9 2.079 3.256 0.171  0.01
N10 -1.366 1.291 -1.249  0.12
N11 1.151 0.450 -2.381  0.02
C1 -2.199 -3.011 -4.701  0.00
C2 -0.478 2.267 2.356  0.02
C3 3.608 -3.367 1.125  0.01
C4 1.749 -2.746 -0.814  -0.01
C5 -4.866 0.851 2.868  0.00
C6 5.375 0.000 3.803  -0.11
C7 -1.850 -2.914 -3.253  0.01
C8 -2.915 -0.486 2.057  0.01
C9 -1.476 -3.862 0.273  0.01
C10 2.895 -3.420 -1.170  0.03
C11 4.094 0.132 3.314  0.21
C12 3.473 1.411 -2.242  0.01
C13 3.850 0.026 1.923  -0.14
C14 4.945 -0.221 1.061  0.19
C15 -1.956 -3.874 -2.269  0.01
C16 6.219 -0.342 1.575  -0.12
C17 6.452 -0.235 2.946  0.21
C18 1.455 4.977 3.303  0.00
C19 0.656 3.006 1.730  0.03
C20 -4.493 0.444 0.468  0.00
C21 1.080 -0.105 -4.539  0.01
C22 2.538 0.135 1.421  0.34
C23 -1.520 -3.247 -1.087  0.03
C24 -1.288 -1.305 3.664  -0.01
C25 2.343 0.711 -2.925  0.04
C26 2.349 0.361 -4.280  0.00
C27 -2.080 3.388 0.018  0.00
C28 -3.136 2.418 -2.051  -0.01
C29 3.835 -3.725 -0.192  0.01
C30 -2.907 1.333 -2.864  0.00
C31 2.443 -2.689 1.444  0.06
C32 2.380 4.201 1.078  0.00
C33 -4.061 1.011 4.141  0.00
C34 -2.162 2.356 -1.057  0.03
C35 0.533 -0.593 -5.837  0.00
C36 -3.448 -0.339 4.450  0.00
C37 -3.686 0.908 -4.063  0.00
C38 1.473 4.082 2.116  0.01
B1 -1.109 -0.406 -3.231  0.06
H1 4.772 -0.329 -0.002  0.06
H2 3.386 2.494 -2.391  0.00
H3 0.962 -2.444 -1.491  0.00
H4 -0.049 3.965 3.995  0.00
H5 3.266 0.324 3.983  0.04
H6 -4.556 1.517 0.265  0.00
H7 -3.775 -0.003 -0.213  0.00
H8 3.159 0.469 -4.982  0.00
H9 2.575 2.991 -0.666  0.00
H10 -1.315 -3.008 -5.340  0.00
H11 -0.862 -0.777 4.519  0.00
H12 -3.139 1.090 -4.988  0.00
H13 -2.361 2.999 0.995  0.00
H14 -4.707 1.344 4.954  0.00
H15 -2.791 4.177 -0.225  0.00
H16 -2.732 -3.944 -4.880  0.00
H17 -5.769 0.259 3.068  0.00
H18 2.159 -2.357 2.430  0.00
H19 -3.265 1.744 3.999  0.00
H20 -5.199 1.820 2.487  0.00
H21 -0.360 -0.044 -6.133  0.00
H22 -2.324 -4.880 -2.379  0.00
H23 -0.621 -1.195 2.818  0.03
H24 1.289 -0.465 -6.610  0.00
H25 -3.912 3.157 -2.147  0.00
H26 3.197 4.888 0.945  0.00
H27 4.747 -4.240 -0.461  0.00
H28 -2.835 -2.187 -5.021  0.00
H29 -4.243 -1.079 4.610  0.00
H30 4.419 1.131 -2.707  0.00
H31 5.546 0.089 4.868  0.00
H32 4.326 -3.560 1.907  0.00
H33 -3.927 -0.154 -4.024  0.00
H34 -1.655 -3.114 1.038  0.00
H35 -2.237 -4.641 0.342  0.00
H36 -5.479 0.003 0.292  0.00
H37 -2.845 -0.315 5.357  0.00
H38 -1.095 3.844 0.082  0.00
H39 0.269 -1.650 -5.795  0.00
H40 -1.354 -2.370 3.909  0.00
H41 3.532 1.177 -1.185  -0.01
H42 -0.512 -4.340 0.472  0.00
H43 -1.574 -0.387 -4.330  0.00
H44 7.454 -0.328 3.340  0.02
H45 -4.618 1.471 -4.100  0.00
H46 7.047 -0.527 0.901  -0.01
H47 3.043 -3.677 -2.208  0.00

Values from the calculation:
Multiplicity: 4
<S²>: 3.785
LUMO level (alpha / beta): -0.28 / -0.22 eV
Orbital gap (alpha / beta): 0.1782 / 0.3025 Eh

2:
Density functional theory data (ωB97M-V with the def2-TZVPD basis set) for a molecular structure, C38H47BN11O8W.

Last column: Mulliken spin population.
Element x y z (Å)
W1 -0.313 -0.108 -0.417  1.39
O1 -1.012 -0.828 1.298  -0.02
O2 3.433 -0.745 -2.298  0.00
O3 -0.600 -2.529 -0.858  0.05
O4 4.386 2.075 -3.548  0.00
O5 6.011 2.651 -2.150  0.00
O6 -1.362 -0.890 -2.083  -0.02
O7 1.363 -0.650 -1.487  -0.02
O8 1.729 -1.370 1.167  0.10
N1 2.684 2.550 0.545  0.02
N2 -2.233 0.957 -0.334  0.04
N3 -0.062 1.699 1.638  0.00
N4 -0.123 1.629 -1.721  0.06
N5 -0.206 2.892 -1.213  0.02
N6 -2.316 2.299 -0.075  -0.02
N7 -2.304 -1.123 1.658  0.23
N8 -0.357 2.977 1.324  -0.01
N9 1.977 -3.508 1.922  0.00
N10 3.830 -2.169 1.467  0.00
N11 2.156 1.426 0.058  0.03
C1 -3.076 -3.537 -4.826  0.00
C2 3.864 2.092 -1.239  0.00
C3 3.711 2.991 -0.209  0.00
C4 0.010 3.814 2.317  0.01
C5 -3.603 2.675 -0.006  0.02
C6 0.973 0.463 3.508  0.00
C7 -3.739 -2.843 2.454  -0.10
C8 0.585 3.039 3.303  0.00
C9 0.548 -3.688 2.042  0.02
C10 2.846 -4.582 2.355  0.00
C11 2.467 -2.306 1.492  -0.01
C12 -2.905 -0.208 2.515  0.25
C13 -4.379 1.564 -0.234  -0.01
C14 -2.404 -5.361 -3.402  0.00
C15 -3.035 -4.896 -4.549  0.00
C16 -0.232 5.286 2.275  0.00
C17 2.858 1.122 -1.011  0.03
C18 2.566 -0.181 -1.667  0.04
C19 -1.855 -3.103 -2.806  0.01
C20 -3.971 -0.869 -0.756  -0.03
C21 -1.811 -4.465 -2.529  0.00
C22 0.508 1.710 2.837  0.05
C23 4.745 2.233 -2.421  0.00
C24 -4.462 -1.909 3.225  0.44
C25 0.722 3.065 -3.201  0.01
C26 0.306 3.768 -2.090  0.00
C27 0.366 5.235 -1.840  0.00
C28 -2.661 -2.466 1.715  0.26
C29 -2.488 -2.635 -3.954  0.00
C30 -1.229 -2.151 -1.859  0.08
C31 4.777 -3.260 1.624  0.00
C32 -4.024 4.078 0.270  0.00
C33 0.666 0.624 -3.925  0.00
C34 -3.494 0.507 -0.437  0.01
C35 -3.984 -0.582 3.251  -0.13
C36 4.089 -4.600 1.489  0.00
C37 4.405 -0.874 1.172  0.00
C38 0.426 1.725 -2.945  0.01
B1 -1.090 3.213 0.017  0.02
H1 0.229 -3.689 3.090  -0.01
H2 4.719 -0.797 0.127  0.00
H3 -2.477 0.783 2.483  0.05
H4 -4.299 -0.914 -1.796  0.00
H5 6.171 2.587 -1.201  0.00
H6 5.555 -3.148 0.865  0.00
H7 -3.496 -5.599 -5.231  0.00
H8 -2.072 -3.123 1.094  0.02
H9 -1.307 -4.804 -1.634  0.00
H10 0.225 5.761 3.141  0.00
H11 -0.631 5.676 -1.798  0.00
H12 -2.513 -1.572 -4.153  0.00
H13 1.738 0.481 -4.074  0.00
H14 0.837 0.539 4.588  0.00
H15 -2.375 -6.422 -3.193  0.00
H16 0.184 5.743 1.376  0.00
H17 -5.454 1.509 -0.244  -0.01
H18 1.182 3.458 -4.092  0.00
H19 3.671 -0.099 1.377  0.00
H20 0.863 5.458 -0.895  0.00
H21 0.923 5.715 -2.642  0.00
H22 0.056 -2.872 1.532  0.02
H23 -5.110 4.129 0.313  0.00
H24 4.227 3.911 0.016  0.00
H25 5.269 -3.187 2.603  0.00
H26 3.125 -4.468 3.412  0.00
H27 -4.026 -3.886 2.431  -0.01
H28 -1.300 5.513 2.288  0.00
H29 4.767 -5.399 1.790  0.00
H30 -4.464 0.170 3.864  -0.01
H31 3.798 -4.771 0.450  0.00
H32 -3.676 4.759 -0.507  0.00
H33 2.031 0.281 3.309  0.00
H34 -3.566 -3.181 -5.722  0.00
H35 -3.627 4.430 1.223  0.00
H36 0.227 -0.318 -3.626  0.00
H37 0.421 -0.391 3.126  0.03
H38 -5.310 -2.211 3.820  0.04
H39 -4.825 -1.096 -0.115  0.00
H40 5.277 -0.720 1.813  0.00
H41 -3.241 -1.648 -0.593  0.00
H42 0.975 3.379 4.249  0.00
H43 2.252 2.976 1.355  0.00
H44 2.291 -5.517 2.269  0.00
H45 0.240 0.927 -4.882  0.00
H46 -1.412 4.361 -0.045  0.00
H47 0.252 -4.637 1.590  0.00

Values from the calculation:
Multiplicity: 4
<S²>: 3.781
LUMO level (alpha / beta): 0.34 / 0.34 eV
Orbital gap (alpha / beta): 0.2003 / 0.3287 Eh

Short version: 1 is the least stable of them.